# C5H12NO

2 unconnected molecules or ions with the total composition C5H12NO in a non-equilibrium geometry (wB97M-V/def2-TZVPD, the Open Molecules 2025 dataset).

E_HOMO (hartree): -0.53073
HOMO-LUMO gap (eV): 10.25

Structure (ORCA input):
```
! wB97M-V def2-TZVPD RIJCOSX def2/J DEFGRID3
* xyz 1 1
C 0.15664 1.63318 -0.46241
C -1.18932 -1.57965 0.71232
C -2.84539 0.34953 -0.07254
C 3.23348 -0.25239 -0.47472
C -1.36648 -0.20789 0.10853
N -0.46544 0.61138 -0.03455
O 1.97551 0.25113 0.12303
H 0.33171 2.64019 0.11297
H 0.55217 1.65859 -1.44648
H -1.84606 -2.23820 0.14453
H -0.20764 -1.97872 0.66974
H -1.40639 -1.63123 1.91009
H -3.49328 -0.32769 0.54970
H -3.12784 0.36123 -1.09281
H -2.95806 1.34455 0.27967
H 3.14427 -1.38722 -0.81323
H 4.11779 -0.03530 0.15064
H 3.23657 0.26629 -1.39158
H 2.15776 0.52222 1.02708
*
```



# C2H10NO

3 unconnected molecules or ions with the total composition C2H10NO in a non-equilibrium geometry (wB97M-V/def2-TZVPD, the Open Molecules 2025 dataset).

E_HOMO (alpha / beta) (hartree): -0.78094 / -0.78205
HOMO-LUMO gap (alpha / beta) (eV): 4.61 / 8.06
<S²>: 1.757

Structure (ORCA input):
```
! wB97M-V def2-TZVPD RIJCOSX def2/J DEFGRID3
* xyz 2 2
C -2.66310 0.31586 -0.72866
N -1.49834 -0.61357 -0.25400
C 2.87261 -0.57583 0.64467
H -2.80636 0.95060 0.26766
H -2.53800 1.05533 -1.59746
H -3.70745 -0.42029 -0.80540
H 3.86475 -0.25130 0.35345
H -0.74017 0.06707 0.10999
H 1.99296 0.06088 0.62721
H 2.94926 -1.09443 1.56539
H 2.51517 -1.27417 -0.08492
H -1.16879 -1.42750 -0.76261
H 0.58308 2.04941 0.42020
O 0.34439 1.15794 0.24448
*
```



# C4H9NO

C4H9NO in the gas phase (wB97M-V/def2-TZVPD, the Open Molecules 2025 dataset).

E_HOMO (hartree): -0.28622
HOMO-LUMO gap (eV): 8.80

Structure (ORCA input):
```
! wB97M-V def2-TZVPD RIJCOSX def2/J DEFGRID3
* xyz 0 1
C -0.35501 2.09586 -0.82138
O -0.14721 0.72508 -0.60948
C -0.41366 0.33529 0.73446
C -0.26538 -1.11673 1.02430
C -0.13845 -1.99332 -0.13522
N 1.23256 -1.61136 0.26488
H 0.35756 2.71181 -0.24929
H -1.37430 2.39822 -0.53443
H -0.21673 2.28942 -1.88775
H -1.45431 0.57136 1.01044
H 0.22948 0.92627 1.41223
H 1.53722 -1.80629 1.19766
H -0.32497 -1.63335 -1.15042
H -0.30780 -3.06632 -0.03414
H 1.64100 -0.82594 -0.22187
*
```



# C25H35KN4O4SSi

A molecular structure, C25H35KN4O4SSi (wB97M-V/def2-TZVPD, the Open Molecules 2025 dataset).

E_HOMO (hartree): -0.03325
HOMO-LUMO gap (eV): 5.24

Structure (ORCA input):
```
! wB97M-V def2-TZVPD RIJCOSX def2/J DEFGRID3
* xyz -2 1
K 0.61691 -1.81773 -0.98254
O 0.39997 -0.81315 -5.62961
S 0.38261 0.10781 -4.50612
O 0.28817 1.51398 -4.86866
N -0.58668 -0.33685 -3.33701
C -1.93071 -0.15962 -3.43068
C -2.62779 0.40026 -4.49906
C -4.02008 0.56636 -4.46707
C -4.77692 0.19483 -3.38833
C -4.12524 -0.38836 -2.27511
C -4.82182 -0.78542 -1.11164
C -4.14652 -1.33639 -0.06185
C -2.75329 -1.51037 -0.18319
N -2.07843 -1.16317 -1.24778
C -2.72384 -0.58694 -2.29208
C 1.94021 -0.09045 -3.65976
C 2.64254 1.02699 -3.24144
C 3.83832 0.86407 -2.55652
C 4.31782 -0.40915 -2.28386
C 3.61002 -1.52864 -2.70778
C 2.42329 -1.37043 -3.40779
H -2.07738 0.73310 -5.36758
H -4.50360 1.01362 -5.32952
H -5.85086 0.33940 -3.36703
H -5.89591 -0.63575 -1.06828
H -4.65147 -1.63488 0.84807
H -2.17914 -1.92684 0.64045
H 2.23283 2.00695 -3.44732
H 4.37895 1.73453 -2.20560
H 5.23670 -0.53475 -1.72428
H 3.94870 -2.52783 -2.46360
H 1.84883 -2.22759 -3.73860
N 1.30759 -3.22159 1.35331
N 1.79272 -4.52632 1.15029
C 2.32122 -4.82068 -0.16461
O 3.10171 -5.79134 -0.18588
O 1.91680 -4.09634 -1.10267
H 2.00272 -2.57035 1.70397
H 0.51245 -3.20422 1.97686
H 2.43415 -4.86206 1.85580
C -1.05857 1.58971 0.64294
Si 0.06378 0.53031 1.82852
C -0.96873 0.77576 3.51774
C -2.07641 -0.28138 3.47891
C -0.09547 0.48389 4.73879
C -1.64431 2.13462 3.71171
C 1.64774 1.73071 1.93800
C 2.78340 1.04331 2.69942
C 1.43496 3.11787 2.54291
C 2.11852 1.91575 0.49300
H -1.04448 2.66709 0.85363
H -2.10135 1.25876 0.71445
H -0.77286 1.45143 -0.40414
H -1.65551 -1.28790 3.41039
H -2.73369 -0.14055 2.61446
H -2.69946 -0.22801 4.38616
H 0.43948 -0.46420 4.62215
H -0.70533 0.41740 5.65383
H 0.64993 1.26723 4.90038
H -2.31782 2.36465 2.88308
H -0.92187 2.94809 3.78427
H -2.24464 2.14319 4.63686
H 2.53404 0.87670 3.75071
H 3.70136 1.65117 2.66613
H 3.00703 0.06833 2.25758
H 1.21984 3.06668 3.61335
H 0.60823 3.64591 2.06036
H 2.33781 3.73887 2.42215
H 2.25787 0.95341 -0.00958
H 3.08526 2.44244 0.46518
H 1.40570 2.49405 -0.09924
*
```



# C23H22CsN5O3S

A molecular structure, C23H22CsN5O3S (wB97M-V/def2-TZVPD, the Open Molecules 2025 dataset).

E_HOMO (hartree): -0.29858
HOMO-LUMO gap (eV): 8.08

Structure (ORCA input):
```
! wB97M-V def2-TZVPD RIJCOSX def2/J DEFGRID3
* xyz 0 1
Cs 1.15493 -0.29211 -2.74174
O 1.78834 -3.03935 1.30712
C 1.81343 -2.32600 0.31522
N 0.79645 -2.00093 -0.53983
C -0.40797 -2.59136 -0.25795
O -0.69868 -3.33512 0.66763
C -1.58385 -2.29557 -1.20487
C -2.79300 -2.93113 -0.92084
C -3.89325 -2.67716 -1.71849
C -3.76888 -1.80158 -2.78594
C -2.53166 -1.22548 -3.00535
N -1.46982 -1.46409 -2.23731
C 3.19931 -1.71263 0.03238
C 4.22999 -2.06865 0.90413
C 5.48179 -1.51149 0.73297
C 5.68833 -0.61190 -0.30371
C 4.61800 -0.32513 -1.12994
N 3.40777 -0.85859 -0.96525
H -2.83452 -3.60108 -0.07581
H -4.84307 -3.15271 -1.50862
H -4.60913 -1.56583 -3.42387
H -2.38330 -0.52827 -3.82439
H 4.01051 -2.76657 1.69722
H 6.29255 -1.77072 1.40219
H 6.65304 -0.15135 -0.46706
H 4.72485 0.36924 -1.95846
C 1.19310 0.58403 2.08812
C 1.67107 1.95165 1.60809
C 1.65598 2.12706 0.09430
N 0.28338 2.04061 -0.39377
C -0.15873 2.57849 -1.52524
S 0.82924 3.29652 -2.67008
N -1.52432 2.54263 -1.78865
C -2.62767 1.92440 -1.18594
O -3.61567 1.74229 -1.85827
C -2.59086 1.57636 0.26403
C -2.32661 2.54083 1.23523
C -2.37143 2.19279 2.57661
C -2.65090 0.88303 2.94573
C -2.90758 -0.07805 1.97764
C -2.90109 0.27226 0.63708
H 1.24567 0.52018 3.17531
H 1.81141 -0.21472 1.67791
H 0.15818 0.37079 1.80985
H 2.69313 2.12413 1.95053
H 1.05789 2.74375 2.05053
H 2.27354 1.36905 -0.39328
H 2.05184 3.10365 -0.18344
H -0.38215 1.61625 0.23549
H -1.73741 2.88003 -2.71797
H -2.09684 3.55799 0.93833
H -2.18231 2.94226 3.33411
H -2.66005 0.60880 3.99258
H -3.10637 -1.10279 2.26265
H -3.12660 -0.45871 -0.12690
*
```



# C3H3F3

2 unconnected molecules or ions with the total composition C3H3F3 (wB97M-V/def2-TZVPD, the Open Molecules 2025 dataset).

E_HOMO (hartree): -0.40565
SMILES: FC(F)F.C#C
HOMO-LUMO gap (eV): 12.03

Structure (ORCA input):
```
! wB97M-V def2-TZVPD RIJCOSX def2/J DEFGRID3
* xyz 0 1
F 1.74181 -0.53837 -0.61715
C 1.77334 0.48027 0.22663
F 2.12287 1.57170 -0.44165
F 2.71811 0.23493 1.13661
H 0.79122 0.61491 0.71104
C -2.23995 -1.12484 0.00939
C -2.33037 -0.05281 -0.50862
H -2.11570 -2.09035 0.40453
H -2.46133 0.90456 -0.92078
*
```



Energy above the lowest of the compared OMol25 structures with the same formula, charge and spin for the records above, in order: 277.0, 760.6, 469.3, 0.0, 0.0, 143.9 kJ/mol